(1)
15
Properties=species:S:1:pos:R:3 method="wB97M-V/def2-TZVPD" total_charge=-1 lumo_ev="3.0 / 3.0" e_tot_ev=-16154.214 multiplicity=2
C -1.58703 0.27360 -1.06653
C -0.81554 -0.64394 -0.10537
C -1.17733 -0.18884 1.37234
S 0.24291 0.06312 2.41366
H -1.65979 -0.04429 -2.10126
H -1.25258 1.29868 -0.92873
H -2.62573 0.28790 -0.69532
H -1.00672 -1.70842 -0.17082
H 0.24055 -0.39768 -0.16869
H -1.88782 -0.88482 1.81112
H -1.64429 0.78321 1.28369
H 0.64567 -1.21975 2.58715
H 3.22865 0.87122 -4.62835
H 1.81525 0.55442 -4.40597
O 2.68375 0.39362 -3.97349


(2)
15
Properties=species:S:1:pos:R:3 method="wB97M-V/def2-TZVPD" lumo_ev=-1.0 e_tot_ev=-16151.235 multiplicity=1
C -0.80167 0.47570 1.96050
C -1.69081 0.31614 0.87357
S 0.63264 0.29298 -0.85948
C 1.25108 0.87977 -2.53265
H -0.58027 1.05453 0.83537
H -0.91034 1.10805 2.83025
H -0.22765 -0.42551 2.14223
H -1.52184 -0.64533 0.41465
H -2.64695 0.80418 0.76570
H 1.09912 1.94982 -2.46469
H 0.56142 0.43534 -3.23943
H 2.25951 0.49417 -2.59179
H 0.66159 -1.48088 0.54405
H 1.11584 -2.92937 0.32140
O 0.79832 -2.32960 1.00032


(3)
15
Properties=species:S:1:pos:R:3 method="wB97M-V/def2-TZVPD" lumo_ev=0.7 e_tot_ev=-16154.779 multiplicity=1
C -2.17717 0.73854 -0.04708
C -0.61392 0.62920 0.22707
S -0.17199 -0.81943 1.20062
C 1.59455 -0.58851 1.47109
H -2.24668 1.60422 -0.75706
H -2.45662 0.78650 1.06501
H -2.71320 -0.11023 -0.46410
H -0.16927 1.49107 0.78402
H -0.05844 0.58851 -0.76672
H 2.32489 -0.88678 0.71495
H 1.66424 0.52374 1.50862
H 1.75662 -0.89864 2.45035
H 0.49020 -1.33249 -2.23914
H 1.46349 -0.69805 -3.01446
O 1.31330 -1.02764 -2.13317